Entry 1:
DFT (ωB97M-V/def2-TZVPD) results for a molecular structure, C31H32MoN7O6S2.

```
79
Properties=species:S:1:pos:R:3:forces:R:3
Mo -0.490740 -1.124729 0.262024 0.27 -0.07 -0.36
O -0.575975 1.291017 3.534164 0.04 -0.06 -0.05
C -0.194375 0.665303 2.567446 -0.04 0.06 0.01
N -0.816196 0.553389 1.347753 -0.04 0.03 0.09
C -1.861678 1.406096 0.968732 -0.03 0.01 -0.04
C -2.533598 2.361262 1.731569 0.00 -0.03 -0.01
C -3.524619 3.108428 1.119060 -0.02 0.01 0.00
C -3.837469 2.922589 -0.224392 -0.01 0.01 0.00
C -3.164769 1.988521 -0.993069 0.02 -0.01 0.00
C -2.171604 1.222140 -0.382609 0.02 0.07 0.06
N -1.355974 0.227749 -0.947260 -0.05 0.00 -0.09
C -1.130920 0.198358 -2.323952 -0.05 0.05 0.00
O -1.771334 0.797685 -3.153235 0.04 -0.06 0.03
C 0.064751 -0.613502 -2.668800 0.03 0.02 -0.04
C 0.509344 -0.712378 -3.966092 0.01 -0.01 0.01
C 1.727836 -1.341642 -4.204942 0.01 0.01 0.01
C 2.467603 -1.782591 -3.124258 -0.03 0.02 -0.03
C 1.926504 -1.658867 -1.852464 0.05 0.00 0.00
N 0.727009 -1.123496 -1.612602 -0.10 0.18 0.14
C 1.092099 -0.097665 2.607551 0.03 -0.02 0.02
C 2.005299 0.093878 3.620886 -0.01 0.00 -0.03
C 3.194469 -0.622311 3.584394 0.00 0.01 0.01
C 3.401434 -1.512388 2.545898 -0.01 -0.01 -0.01
C 2.424297 -1.652726 1.573807 0.02 0.03 0.03
N 1.288426 -0.949560 1.588852 -0.01 -0.06 0.02
H -2.286883 2.514400 2.768455 0.00 0.00 0.00
H -4.060766 3.849243 1.696707 0.00 0.00 0.00
H -4.615288 3.519002 -0.681669 0.00 0.00 0.00
H -3.398241 1.861567 -2.036629 0.00 0.00 0.00
H -0.089810 -0.279640 -4.755202 -0.01 0.00 0.01
H 2.101485 -1.478678 -5.210770 0.01 -0.01 0.00
H 3.415778 -2.297099 -3.263747 0.04 0.03 0.01
H 2.476350 -2.051814 -1.016798 -0.01 0.01 0.01
H 1.774985 0.805498 4.401174 -0.01 0.00 0.00
H 3.942989 -0.487024 4.353270 0.00 0.00 0.00
H 4.307048 -2.097341 2.472169 0.00 0.00 0.00
H 2.555209 -2.363731 0.773922 0.00 -0.01 -0.02
C -4.007281 -1.610140 0.106351 0.00 0.04 -0.04
S -2.576814 -2.438020 -0.609899 -0.13 0.08 0.16
C -2.998113 -2.182414 -2.340877 0.05 -0.12 -0.04
H -4.901181 -2.066933 -0.314279 0.00 0.00 0.00
H -3.981999 -0.544645 -0.119623 -0.01 -0.03 0.02
H -3.995900 -1.768420 1.179760 0.02 0.02 0.01
H -3.194129 -1.133255 -2.542685 -0.02 0.00 0.01
H -3.886716 -2.778366 -2.541048 0.01 0.00 -0.02
H -2.181688 -2.543400 -2.963723 0.00 0.06 0.00
N -1.485380 -1.891005 2.043646 0.00 -0.16 0.16
C -1.967372 -1.919314 3.100406 -0.11 0.10 -0.06
N -2.506622 -1.962431 4.275536 0.04 -0.01 0.01
C -3.965716 -2.132630 4.445827 0.01 -0.03 0.00
C -4.556284 -0.817285 4.925289 -0.01 -0.01 0.01
O -3.907349 -0.396757 6.105465 -0.01 0.01 -0.01
C -2.538751 -0.120012 5.875623 0.00 0.01 0.00
C -1.808516 -1.382535 5.446848 0.02 -0.01 0.00
H -4.113646 -2.910832 5.195492 -0.02 0.00 -0.01
H -4.402830 -2.461690 3.504526 0.00 0.00 -0.01
H -5.611106 -0.943620 5.163017 0.00 0.00 0.00
H -4.458424 -0.052805 4.141902 0.00 0.00 0.00
H -2.124914 0.248307 6.812611 0.00 0.00 0.00
H -2.426316 0.655501 5.108919 0.01 -0.01 0.01
H -1.830396 -2.131116 6.239823 0.00 0.01 0.00
H -0.774628 -1.174836 5.174681 -0.01 0.02 0.00
N 0.009393 -3.428042 0.448807 -0.04 -0.07 0.02
C 0.780355 -4.114752 -0.576303 0.04 0.02 -0.02
C 2.057990 -4.577823 -0.285454 -0.05 -0.03 -0.01
C 2.882578 -4.989528 -1.320572 0.03 0.00 -0.01
C 2.429411 -4.932380 -2.632052 0.02 -0.01 -0.04
C 1.104887 -4.615799 -2.890045 -0.06 -0.10 -0.01
C 0.271732 -4.204093 -1.860291 0.04 -0.06 -0.02
S 3.619184 -5.069109 -3.985421 0.14 0.02 0.11
O 2.814057 -4.826549 -5.164857 -0.10 0.03 -0.05
O 4.203574 -6.377698 -3.844345 -0.05 -0.04 -0.01
O 4.520196 -3.964878 -3.650474 -0.05 0.00 0.03
H 0.467728 -3.551936 1.348881 0.01 0.03 -0.01
H -0.896841 -3.881079 0.551344 0.00 0.00 0.02
H 2.408954 -4.610924 0.741633 0.01 0.02 0.01
H 3.896835 -5.318331 -1.131629 0.00 0.02 0.02
H 0.765327 -4.645100 -3.917665 -0.01 0.02 0.00
H -0.748328 -3.905793 -2.072870 0.03 0.00 0.03
```
Forces are in eV/Å.

Frontier orbital gap (spin up / spin down) in eV: 5.15 / 4.94
Lowest unoccupied orbital energy (spin up / spin down) in eV: -5.0 / -5.2
Total charge: +1
ΔE to the lowest compared entry with this formula, charge and spin in kJ/mol: 9.1

Entry 2:
DFT (ωB97M-V/def2-TZVPD) results for a molecular structure, C15H26GeNO5PPdSe at a distorted geometry.

```
51
Properties=species:S:1:pos:R:3:forces:R:3
Pd -0.340212 1.227794 -0.091344 1.57 0.35 -1.15
O 1.320598 4.971176 -0.332218 0.06 -0.01 -0.03
C 0.562486 4.025036 -0.358981 -0.16 0.14 -0.15
O 0.935920 2.782409 -0.246689 -0.21 0.09 0.51
C -0.922331 4.195331 -0.528660 0.07 -0.07 0.01
C -1.550963 5.397748 -0.780321 0.05 0.00 0.03
C -2.937759 5.400370 -0.861380 -0.05 0.05 0.00
C -3.642328 4.226919 -0.649452 0.05 -0.02 0.02
C -2.935241 3.063635 -0.375088 0.08 0.07 -0.01
N -1.607011 3.067727 -0.360452 -0.43 -0.66 0.09
C -3.591743 1.727642 -0.001895 -0.27 0.13 -0.09
O -4.802960 1.618873 -0.189288 0.11 0.11 -0.05
O -2.763262 0.911519 0.470712 -0.43 -0.34 0.24
H -0.953137 6.290551 -0.896078 0.00 0.00 0.00
H -3.467528 6.321709 -1.067464 0.01 0.00 0.00
H -4.721602 4.181169 -0.671435 0.00 -0.03 0.00
C 3.767208 1.809344 0.343565 0.02 -0.14 -0.08
P 2.533526 0.616167 0.861142 0.10 0.29 0.55
C 3.418278 -0.867558 1.372606 0.03 -0.02 -0.15
C 1.791365 1.264318 2.366393 0.05 0.00 0.02
O 1.495808 0.262927 -0.189628 -0.42 -0.39 0.05
H 4.494406 1.946381 1.145611 -0.01 0.02 0.01
H 3.265101 2.746415 0.109855 0.01 0.00 0.03
H 4.287196 1.446877 -0.543325 -0.03 -0.03 -0.02
H 3.994501 -0.667796 2.276048 0.02 0.01 -0.02
H 4.095714 -1.199911 0.586298 -0.02 0.00 -0.03
H 2.700577 -1.662122 1.572578 -0.05 0.00 0.04
H 2.531523 1.281736 3.167548 0.00 0.03 0.00
H 0.954810 0.632134 2.667852 0.01 -0.03 -0.03
H 1.426587 2.273739 2.183732 0.00 -0.01 -0.02
C 1.536750 -5.057707 -0.387223 -0.05 -0.02 0.06
Ge -0.072580 -3.999917 -0.015984 0.00 -0.01 0.05
C -1.682395 -4.942166 -0.597563 0.02 0.01 0.00
C -0.180882 -3.564732 1.891768 0.01 -0.04 -0.02
C 0.089097 -2.314815 -1.014515 -0.03 0.10 -0.20
Se -1.375917 -1.084798 -0.603613 -0.10 0.25 0.37
C -1.853083 -0.657503 -2.432375 -0.11 0.11 0.02
H 1.515528 -5.996669 0.167297 -0.01 0.00 0.00
H 2.437071 -4.515494 -0.094726 -0.02 0.02 0.00
H 1.611540 -5.293606 -1.448983 -0.02 0.02 -0.01
H -1.892544 -5.789870 0.054758 0.02 0.00 0.01
H -1.563396 -5.317873 -1.614381 0.01 0.01 -0.01
H -2.545803 -4.276695 -0.573774 0.01 0.02 0.01
H -0.384034 -4.462402 2.476432 0.00 -0.01 0.00
H -0.979227 -2.847981 2.088309 -0.02 0.00 -0.04
H 0.757654 -3.139559 2.249853 0.03 0.01 -0.01
H 0.072816 -2.501574 -2.089938 -0.03 -0.04 0.03
H 1.017794 -1.802746 -0.784900 0.10 0.02 0.00
H -2.294651 -1.535954 -2.896504 0.01 -0.01 0.00
H -0.966599 -0.334888 -2.971946 -0.01 0.01 0.00
H -2.586677 0.144696 -2.382237 -0.01 -0.02 -0.01
```
Forces are in eV/Å.

Frontier orbital gap (spin up / spin down) in eV: 7.18 / 7.18
Lowest unoccupied orbital energy (spin up / spin down) in eV: -0.9 / -0.9
ΔE to the lowest compared entry with this formula, charge and spin in kJ/mol: 107.3

Entry 3:
DFT (ωB97M-V/def2-TZVPD) results for a molecular structure, C4H6LiO2Sm at a distorted geometry.

```
14
Properties=species:S:1:pos:R:3:forces:R:3
O -1.105716 -1.061762 0.941746 0.46 -1.37 -1.49
C -1.724438 -0.560399 1.976120 0.58 2.57 1.16
C -1.297343 0.440496 2.807326 -1.03 -2.52 -0.28
Li -2.101032 -2.804273 0.718663 0.00 0.43 0.56
Sm 0.198955 -0.031994 -0.727727 -0.43 0.75 0.96
H -2.019554 0.891825 3.489908 0.46 -0.09 -0.08
H -0.219789 0.414931 3.032672 -0.39 0.43 -0.10
C 0.431013 2.921705 1.470051 -0.77 -1.89 -0.19
C -0.612549 2.444828 0.683110 0.47 1.64 -1.72
O 1.431636 3.614189 0.958693 -0.42 -0.04 -0.35
H 0.601034 2.553909 2.486570 -0.41 0.45 0.00
H -1.680109 2.251619 0.803470 0.62 -0.62 1.62
H -0.688812 2.986793 -0.271414 0.85 0.14 -0.22
H 2.149093 3.740464 1.591577 0.01 0.13 0.13
```
Forces are in eV/Å.

Frontier orbital gap (spin up / spin down) in eV: 6.35 / 6.91
Lowest unoccupied orbital energy (spin up / spin down) in eV: -8.5 / -8.4
Total charge: +2
Multiplicity: 8
ΔE to the lowest compared entry with this formula, charge and spin in kJ/mol: 100.5

Entry 4:
DFT (ωB97M-V/def2-TZVPD) results for a single C5H7BFNO3 molecule at a distorted geometry.

```
18
Properties=species:S:1:pos:R:3:forces:R:3
O 2.741050 -1.054200 0.406479 0.27 -1.12 1.49
B 2.342354 0.050077 -0.218858 -0.81 2.02 -3.10
O 3.110877 0.260005 -1.380882 -1.54 0.85 1.10
O 1.218523 0.916598 -0.100993 0.94 -0.20 0.43
C 0.082615 0.623884 0.638932 -1.44 -5.48 -1.20
F 0.440907 0.669034 1.981456 -0.18 0.80 -0.05
C -0.412440 -0.934667 0.399136 1.24 1.65 0.88
C -1.551504 -1.176664 -0.266415 1.39 -0.64 0.56
C -2.366284 -0.148382 -0.781157 -1.31 -0.90 -0.21
C -2.153794 1.099782 -0.421394 0.46 0.69 0.20
N -1.051814 1.408326 0.342172 1.71 4.25 2.35
H 2.662738 -1.119873 1.350865 -0.41 -0.11 0.57
H 3.688995 -0.486654 -1.346373 1.02 -0.55 -0.41
H 0.215912 -1.721671 0.897761 -0.79 0.92 -0.70
H -1.877019 -2.190586 -0.401193 -0.04 -0.40 0.00
H -3.313615 -0.435891 -1.198786 -0.06 0.18 -0.57
H -2.854536 1.862438 -0.741068 0.40 0.35 0.49
H -0.922960 2.378450 0.840319 -0.86 -2.33 -1.81
```
Forces are in eV/Å.

Frontier orbital gap in eV: 8.82
Lowest unoccupied orbital energy in eV: 0.5
SMILES: OB(O)O[C@]1(F)C=CC=CN1
ΔE to the lowest compared entry with this formula, charge and spin in kJ/mol: 23.0